1.
{
  "formula": "C4H5NO2",
  "method": "the ωB97M-V functional and the def2-TZVPD basis",
  "elements": ["O", "C", "C", "C", "N", "C", "O", "H", "H", "H", "H", "H"],
  "xyz": [[2.233, 0.270, 0.802], [1.360, 0.952, 0.318], [0.377, 0.357, -0.642], [-0.073, -1.190, -0.097], [-1.310, -0.850, 0.530], [-1.619, 0.334, 0.222], [-0.836, 1.068, -0.638], [1.218, 2.014, 0.644], [0.632, -0.269, -1.465], [-0.241, -2.021, -0.837], [0.743, -1.515, 0.553], [-2.484, 0.850, 0.608]],
  "forces_ev_per_angstrom": [[0.060, 0.465, -0.139], [0.411, -0.679, 0.052], [-0.387, -2.582, 1.099], [0.210, 0.798, 0.359], [-0.536, 0.375, 0.554], [-0.529, -0.326, 0.257], [0.067, -0.542, 0.063], [-0.151, -0.430, -0.371], [1.095, 1.641, -2.130], [0.256, 1.173, 0.150], [-0.337, 0.028, 0.280], [-0.159, 0.078, -0.175]],
  "total_energy_ev": -9811.700,
  "total_charge": 0,
  "smiles": "O=C[C@H]1CN=CO1",
  "lumo_energy_ha": 0.025,
  "orbital_gap_ev": 10.7
}

2.
{
  "formula": "C4H5NO2",
  "method": "the ωB97M-V functional and the def2-TZVPD basis",
  "elements": ["N", "C", "C", "C", "O", "C", "O", "H", "H", "H", "H", "H"],
  "xyz": [[-2.554, -0.145, 1.457], [-1.360, 0.003, 1.298], [-0.083, 0.240, 1.109], [0.635, -0.707, 0.175], [0.440, -0.491, -1.239], [1.118, 0.472, -1.788], [0.916, 0.862, -2.900], [-3.392, 0.113, 0.975], [0.262, 1.252, 1.547], [1.665, -0.708, 0.184], [0.297, -1.756, 0.402], [2.057, 0.866, -1.220]],
  "forces_ev_per_angstrom": [[1.646, -0.798, 1.179], [-2.525, 0.762, -0.639], [0.757, 1.247, 0.279], [-1.460, -0.935, 0.376], [-1.898, -0.711, 0.515], [2.465, 1.339, -0.656], [-0.256, 0.132, -0.049], [0.285, 0.331, -0.565], [-0.162, -1.970, -0.976], [2.387, 0.122, 1.321], [0.241, 1.069, -0.562], [-1.479, -0.589, -0.223]],
  "total_energy_ev": -9811.747,
  "total_charge": 0,
  "smiles": "N=C=CCOC=O",
  "lumo_energy_ha": 0.027,
  "orbital_gap_ev": 10.0
}

3.
{
  "formula": "C4H5NO2",
  "method": "the ωB97M-V functional and the def2-TZVPD basis",
  "elements": ["O", "C", "C", "O", "N", "C", "C", "H", "H", "H", "H", "H"],
  "xyz": [[-0.553, 2.001, 1.153], [-0.459, 1.901, -0.043], [0.354, 0.840, -0.810], [0.531, 1.002, -1.997], [0.792, -0.320, -0.181], [-0.023, -1.500, -0.301], [0.322, -0.942, 1.045], [-1.016, 2.534, -0.765], [0.444, -2.374, -0.757], [-1.049, -1.294, -0.598], [-0.444, -0.407, 1.607], [1.095, -1.439, 1.639]],
  "forces_ev_per_angstrom": [[0.177, -0.095, -0.638], [-0.096, -0.015, 0.194], [0.140, -0.334, -0.135], [-0.316, 0.169, 0.579], [0.564, 0.456, 0.038], [-0.371, -0.300, -0.078], [-0.076, 0.147, -0.012], [0.139, 0.120, 0.222], [-0.134, 0.136, 0.388], [0.081, -0.285, -0.165], [0.094, -0.358, -0.120], [-0.201, 0.358, -0.274]],
  "total_energy_ev": -9812.011,
  "total_charge": 0,
  "smiles": "O=CC(=O)N1CC1",
  "lumo_energy_ha": -0.017,
  "orbital_gap_ev": 9.4
}

4.
{
  "formula": "C4H5NO2",
  "method": "the ωB97M-V functional and the def2-TZVPD basis",
  "elements": ["O", "C", "C", "C", "N", "O", "C", "H", "H", "H", "H", "H"],
  "xyz": [[-0.556, -1.035, -1.470], [-0.911, -0.004, -0.587], [0.196, 0.847, -0.075], [1.498, 0.188, 0.305], [1.398, -0.840, 1.112], [0.070, -1.168, 1.347], [-0.724, -0.113, 0.897], [0.273, -0.778, -1.966], [-2.038, 0.317, -0.896], [0.042, 1.874, -0.038], [2.438, 0.450, 0.041], [-1.688, 0.261, 1.330]],
  "forces_ev_per_angstrom": [[1.353, 0.034, -0.563], [-1.884, -1.003, -1.856], [-0.937, -1.770, 2.287], [-3.978, -2.282, 1.792], [0.414, 0.788, -1.772], [0.143, 1.377, 0.777], [-1.261, 0.987, -2.559], [-1.486, -0.419, 0.943], [3.061, 0.221, 0.824], [0.278, 1.719, 0.046], [2.723, 1.076, -0.761], [1.573, -0.728, 0.842]],
  "total_energy_ev": -9809.667,
  "total_charge": 0,
  "smiles": "O[C@@H]1[C@@H]2C=NO[C@H]12",
  "lumo_energy_ha": 0.024,
  "orbital_gap_ev": 10.0
}

5.
{
  "formula": "C4H5NO2",
  "method": "the ωB97M-V functional and the def2-TZVPD basis",
  "elements": ["O", "C", "C", "O", "N", "C", "C", "H", "H", "H", "H", "H"],
  "xyz": [[1.841, 1.408, 1.125], [2.059, 0.440, 0.446], [0.963, -0.533, -0.018], [1.246, -1.465, -0.729], [-0.302, -0.287, 0.495], [-1.468, -0.733, -0.226], [-1.179, 0.719, -0.071], [3.082, 0.185, 0.112], [-2.298, -1.145, 0.344], [-1.227, -1.193, -1.191], [-0.998, 1.161, -1.046], [-1.655, 1.340, 0.684]],
  "forces_ev_per_angstrom": [[-0.045, -0.352, -0.297], [0.008, 0.463, 0.346], [-0.253, -0.030, -0.066], [0.166, -0.031, 0.072], [0.411, -0.014, -0.121], [-0.218, -0.349, 0.065], [-0.370, 0.237, -0.211], [-0.192, -0.150, -0.099], [0.417, -0.244, 0.009], [-0.424, 0.224, 0.319], [0.674, 0.395, 0.341], [-0.174, -0.149, -0.358]],
  "total_energy_ev": -9812.224,
  "total_charge": 0,
  "smiles": "O=CC(=O)N1CC1",
  "lumo_energy_ha": -0.011,
  "orbital_gap_ev": 9.7
}

6.
{
  "formula": "C4H5NO2",
  "method": "the ωB97M-V functional and the def2-TZVPD basis",
  "elements": ["C", "C", "C", "C", "N", "O", "O", "H", "H", "H", "H", "H"],
  "xyz": [[-2.714, 0.392, 0.271], [0.166, 0.334, 0.065], [-1.704, -0.651, 0.424], [2.455, -0.126, -0.323], [-2.553, -0.329, -0.733], [0.129, 1.509, -0.226], [1.104, -0.515, 0.129], [-3.484, 0.985, 0.692], [-1.708, -1.480, 1.105], [3.295, -0.820, 0.246], [2.588, 0.996, -0.118], [2.428, -0.295, -1.533]],
  "forces_ev_per_angstrom": [[0.572, -1.724, 0.949], [-5.171, 0.802, 0.409], [3.075, 4.198, -0.654], [1.113, -0.113, -1.367], [-0.252, -0.826, -0.839], [0.390, -1.680, 0.303], [2.645, -1.465, 0.134], [-0.240, 0.988, 0.052], [-0.054, -0.570, -0.298], [-2.535, 1.862, -1.608], [0.006, -1.810, -0.243], [0.450, 0.338, 3.161]],
  "total_energy_ev": -9808.874,
  "total_charge": 0,
  "lumo_energy_ha": 0.032,
  "orbital_gap_ev": 9.6
}

7.
{
  "formula": "C4H5NO2",
  "method": "the ωB97M-V functional and the def2-TZVPD basis",
  "elements": ["N", "C", "C", "C", "O", "C", "O", "H", "H", "H", "H", "H"],
  "xyz": [[0.474, 1.249, 1.047], [0.152, 0.258, 0.088], [-1.178, 0.107, -0.634], [-0.666, -1.011, 0.180], [0.300, -1.772, -0.571], [1.154, -0.686, -0.536], [2.326, -0.677, -0.756], [0.346, 2.187, 0.688], [1.450, 1.151, 1.317], [-2.034, 0.579, -0.164], [-1.204, 0.056, -1.720], [-1.120, -1.441, 1.061]],
  "forces_ev_per_angstrom": [[0.067, 0.068, -0.112], [0.063, -0.080, 0.050], [-0.147, -0.052, -0.079], [-0.264, -0.097, 0.249], [0.153, -0.078, -0.042], [0.678, 0.110, -0.093], [-0.616, 0.065, -0.002], [0.014, -0.104, -0.043], [-0.187, 0.035, 0.096], [0.237, 0.363, -0.045], [-0.025, -0.117, 0.198], [0.028, -0.113, -0.178]],
  "total_energy_ev": -9812.370,
  "total_charge": 0,
  "lumo_energy_ha": 0.033,
  "orbital_gap_ev": 10.4
}

8.
{
  "formula": "C4H5NO2",
  "method": "the ωB97M-V functional and the def2-TZVPD basis",
  "elements": ["O", "C", "C", "C", "N", "C", "O", "H", "H", "H", "H", "H"],
  "xyz": [[-1.196, -2.025, -1.140], [-0.567, -1.008, -0.976], [0.290, -0.824, 0.229], [1.352, 0.201, 0.168], [0.157, 0.343, 1.110], [-0.950, 1.227, 0.679], [-0.903, 1.958, -0.267], [-0.557, -0.203, -1.737], [0.486, -1.720, 0.805], [1.405, 0.920, -0.651], [2.375, -0.083, 0.500], [-1.891, 1.213, 1.281]],
  "forces_ev_per_angstrom": [[0.123, 0.290, -0.105], [-0.340, -0.552, -0.157], [0.228, -0.351, 0.017], [-0.201, 0.428, 0.295], [0.024, 0.826, -0.589], [0.841, -0.059, -0.203], [0.254, 0.104, 0.057], [-0.069, -0.036, 0.196], [-0.071, -0.218, -0.284], [-0.466, -0.332, -0.020], [-1.157, 0.481, 0.634], [0.834, -0.580, 0.159]],
  "total_energy_ev": -9811.833,
  "total_charge": 0,
  "smiles": "O=C[C@H]1CN1C=O",
  "lumo_energy_ha": 0.024,
  "orbital_gap_ev": 10.7
}